Entry 1:
An isolated molecule of C3H9N3O2S, computed with wB97M-V/def2-TZVPD.

Its orbital gap (alpha / beta) is 7.71 / 7.71 eV. As for the total charge: 0. Its HOMO energy (alpha / beta) is -7.0 / -7.0 eV. The lowest unoccupied orbital energy (alpha / beta) is 0.7 / 0.7 eV.

Geometry as XYZ:
```
18
Properties=species:S:1:pos:R:3:forces:R:3
S 1.097521 -0.564459 -0.140255 2.183 -2.954 -1.634
H -1.319652 -1.240492 0.178882 0.445 1.186 0.017
N 0.396479 1.003071 -0.066072 -0.465 -2.844 0.688
H 3.128280 -0.400993 1.132716 -0.519 0.851 -1.541
H 2.055649 1.906738 0.329841 1.385 -0.808 0.073
N -1.652060 -0.275372 0.081591 -1.660 -0.297 0.674
H -3.895538 0.177290 0.451251 0.465 0.966 1.308
C 2.917318 -0.368498 0.006316 -0.578 -0.182 2.043
O 0.685321 -1.208872 -1.384492 0.671 1.395 0.889
C -3.123419 -0.279989 -0.126419 0.588 -1.398 -3.716
N 1.103597 2.077240 0.188163 -1.332 2.448 -0.149
O 0.819701 -1.340514 1.030244 -0.681 0.234 0.870
H -3.330493 0.060604 -1.223484 0.251 -0.581 1.779
H -3.362850 -1.365699 -0.098339 -0.055 0.729 -0.158
H 3.360757 -1.319603 -0.255350 -0.334 -0.239 -0.867
C -0.901773 0.843180 0.129513 0.136 1.527 -0.171
H -1.317411 1.832208 0.288117 -0.701 -0.281 0.111
H 3.338571 0.464155 -0.522225 0.200 0.247 -0.215
```
Positions in Å, forces in eV/Å.

Löwdin population analysis, charges in e, atoms 1 to 2:
1. S 0.689
2. H 0.114

---

Entry 2:
A cluster of 10 separate species, C41H109N7O12 in total, computed with wB97M-V/def2-TZVPD.

Its orbital gap is 9.23 eV. As for the total charge: 0. Its HOMO energy is -8.7 eV. The SMILES is COC[C@H](C)N.COC[C@H](C)N.COC[C@H](C)N.COC[C@H](C)N.COC[C@H](C)N.COCCNCCOC.COCCNCCOC.CC(C)O.CC(C)O.CC(C)O. The lowest unoccupied orbital energy is 0.5 eV.

Geometry as XYZ:
```
169
Properties=species:S:1:pos:R:3:forces:R:3
H 12.807612 20.097875 -19.595973 -0.001 -0.033 0.015
C 15.676077 14.740587 -16.648382 0.060 -0.470 0.269
C 17.674856 18.459550 -15.608175 -0.314 0.138 0.377
H 9.501567 25.999930 -15.704265 0.036 -0.244 -0.162
O 8.651914 28.375687 -15.504829 0.272 0.421 0.229
C 15.416395 18.615478 -14.991575 -0.248 -0.349 0.018
H 6.596753 22.609887 -18.459129 -0.063 -0.163 0.052
C 12.386292 19.623239 -22.076615 0.255 0.072 0.009
H 6.714186 24.363194 -15.257101 0.391 -0.216 0.003
H 8.827245 20.654185 -19.452068 -0.113 0.110 0.079
C 14.203741 16.675357 -17.233972 -0.378 -0.003 0.053
H 9.425363 16.119400 -12.460697 0.171 0.072 -0.008
H 11.425240 21.019784 -23.337963 -0.077 -0.002 0.027
H 7.367914 27.075403 -16.484227 0.040 0.114 0.167
H 19.947783 18.916829 -16.798704 0.132 -0.075 0.056
H 13.228416 20.308546 -21.900656 -0.001 -0.134 0.158
H 2.940953 20.689454 -16.247831 0.156 -0.134 0.125
O 10.865947 15.265030 -17.896492 0.331 0.031 -0.146
C 8.694427 16.878072 -12.742798 -0.721 0.405 0.241
H 9.029221 21.280690 -15.098395 -0.095 -0.063 0.437
N 10.663750 26.972169 -17.234516 -0.106 -0.463 0.314
C 5.282461 19.865401 -15.139155 -0.046 0.138 0.176
H 10.228255 26.920422 -11.887567 -0.203 0.238 -0.069
H 9.528731 16.846194 -17.696270 -0.026 -0.105 -0.054
C 8.735695 22.681907 -18.746563 1.066 0.139 -0.105
H 17.496566 19.005784 -16.549640 0.013 -0.062 -0.001
H 13.029139 26.106761 -16.034024 -0.326 0.123 0.180
O 11.812839 17.685813 -10.712116 0.125 0.050 0.000
C 10.415906 12.926877 -17.754852 0.781 -0.244 0.298
H 9.025073 17.893325 -12.508183 0.524 -0.211 -0.095
H 10.278843 14.352973 -16.140687 0.035 0.019 -0.042
H 4.167099 21.959221 -16.109927 -0.030 0.035 -0.093
H 11.200485 17.280431 -18.039703 -0.038 -0.240 -0.176
H 7.906114 21.696779 -20.515182 0.035 0.231 -0.048
H 9.022118 14.502050 -17.393770 0.047 0.053 0.097
H 11.077860 18.687127 -9.076489 0.066 0.076 -0.047
H 9.874603 19.016211 -22.993915 0.111 0.042 -0.009
C 10.092246 14.302107 -17.224342 -0.571 0.027 0.111
H 9.031542 25.901716 -10.065782 0.083 -0.005 0.019
H 7.429539 16.644891 -16.515049 0.343 -0.005 0.179
H 18.448613 16.967908 -17.736828 0.288 -0.059 0.014
C 3.913065 21.029821 -16.633913 -0.641 0.393 0.004
H 9.932350 12.126546 -15.936074 0.008 -0.037 -0.017
C 8.359322 27.550278 -16.590313 -0.162 -0.708 -0.651
C 11.912296 19.494414 -19.795100 0.062 -0.174 0.173
H 6.814472 29.208043 -15.063069 -0.014 0.052 -0.165
H 10.757168 16.774853 -16.431457 -0.048 -0.375 0.003
H 16.515223 15.427772 -16.523075 -1.191 -0.718 0.074
H 7.597278 21.562212 -17.349793 -0.352 -0.134 -0.205
H 12.166245 18.430860 -19.679709 0.111 0.088 -0.019
H 5.710710 20.796526 -14.738248 0.054 -0.134 0.089
H 12.417436 20.512785 -15.757822 0.251 -0.133 -0.089
C 8.543217 24.061291 -12.603840 -0.527 -0.451 -0.887
C 6.502106 23.612635 -16.027180 -0.389 1.577 0.222
O 9.909094 19.815830 -16.884550 -0.182 -0.276 0.052
H 8.816365 23.694050 -19.167371 -0.623 0.004 -0.005
H 7.188331 19.121733 -15.655206 -0.137 -0.277 -0.163
H 15.323571 19.319535 -15.825637 -0.053 0.283 0.238
O 13.508397 14.352595 -17.521533 0.185 0.220 -0.020
H 9.886067 20.744437 -17.191254 0.219 0.139 -0.023
N 12.859312 19.957600 -24.391778 0.275 0.131 0.055
H 13.240637 24.700386 -17.052887 -0.054 0.166 -0.020
C 7.515922 22.525048 -17.870225 0.478 0.361 0.203
H 10.861595 16.381884 -9.412974 0.101 0.082 -0.006
C 10.638790 19.058264 -23.775966 -0.553 -0.153 0.225
O 8.369616 16.841512 -14.114993 -0.370 0.206 0.205
H 7.751123 25.900730 -11.894284 -0.017 -0.020 0.019
H 18.860521 16.885091 -14.848417 -0.076 -0.068 -0.056
H 7.800465 16.756390 -12.109936 0.046 -0.255 -0.185
H 13.306557 19.046780 -24.381893 -0.030 -0.009 -0.047
H 12.362286 19.036266 -14.757418 -0.179 0.276 0.229
H 12.773333 18.589930 -22.102144 0.042 0.055 -0.042
C 8.783159 21.669289 -19.868008 0.010 -0.854 0.090
H 3.765204 21.238408 -17.692882 0.198 0.015 -0.025
H 10.443490 19.982510 -11.037476 0.037 -0.120 -0.122
C 9.735915 26.294027 -12.634609 -0.057 -0.165 0.317
C 11.477963 20.057833 -10.681468 0.652 0.488 0.262
H 20.811457 17.412916 -16.586187 -0.049 -0.251 0.175
H 11.085418 27.511966 -16.485112 0.168 0.140 -0.211
C 10.570393 16.575631 -17.497408 -0.168 0.918 0.280
H 16.088074 13.785911 -16.983320 -0.079 0.035 -0.081
C 12.428061 20.216659 -11.861224 -0.414 -0.208 -0.116
H 9.689918 21.742150 -20.470716 -0.080 0.274 -0.065
H 13.488496 17.099621 -17.947875 0.216 -0.066 -0.129
C 11.778462 19.987995 -23.404799 0.028 -0.213 -0.633
C 6.296587 18.750210 -15.108095 0.597 0.882 -0.251
H 6.515631 15.929126 -13.682167 0.078 0.132 0.135
H 10.524145 13.405577 -19.884642 0.173 0.056 0.177
H 12.197854 18.885412 -16.465883 -0.158 0.177 -0.131
H 8.339717 28.115500 -17.533764 0.061 0.094 0.108
H 11.507910 12.813759 -17.687197 -0.051 0.024 -0.019
H 10.184710 20.993002 -13.749606 0.028 0.044 0.032
H 10.170860 11.717758 -19.512348 0.056 0.008 0.007
H 17.884979 19.207634 -14.828301 0.322 -0.060 -0.097
C 11.825204 18.824306 -9.877775 -0.448 -0.265 0.329
H 15.012083 15.260037 -18.614621 -0.044 -0.039 -0.035
H 6.245418 22.692238 -15.502315 0.080 -0.255 -0.392
H 7.717639 14.991312 -14.621879 -0.291 -0.191 0.097
H 8.236387 30.192369 -14.716854 0.054 0.096 -0.101
C 6.660102 16.437014 -15.762595 -0.262 -0.480 -0.218
C 14.607042 15.250464 -17.593393 0.208 0.219 0.191
O 11.410067 19.743405 -21.083168 -0.274 0.258 0.198
C 9.403002 26.452728 -16.699208 -0.379 0.451 -0.049
H 12.098543 21.047577 -12.489345 0.202 0.071 0.009
H 11.833298 15.665668 -10.697533 0.169 -0.001 0.008
H 12.792178 18.969443 -9.379542 0.088 -0.070 -0.174
C 7.805708 29.500799 -15.437557 -0.174 -0.256 0.357
H 8.197904 24.197719 -13.634351 0.023 0.172 0.056
H 10.993089 25.097357 -18.075359 0.032 0.019 -0.120
H 11.702187 23.478073 -14.006730 -0.025 -0.012 -0.113
H 12.506775 20.096974 -25.329751 -0.066 0.034 0.008
H 5.379418 17.734862 -16.585564 -0.158 0.192 0.075
H 9.460003 23.477372 -12.707662 0.123 0.128 0.385
H 15.085678 17.312148 -17.164137 -0.077 -0.001 -0.190
C 11.937659 19.538605 -15.630099 0.184 -0.148 0.115
H 6.121626 15.551494 -16.126251 -0.120 0.240 -0.075
O 11.678623 24.515310 -15.748570 -0.129 0.526 -0.011
C 8.718426 25.386311 -11.927031 0.563 0.260 0.114
C 18.777532 17.440359 -15.787593 0.483 -0.490 -0.047
C 10.068577 21.060275 -14.829504 -0.415 -0.011 -0.561
O 4.921130 20.080898 -16.491808 0.169 -0.338 0.025
N 18.467112 16.463555 -16.848462 -0.259 0.644 -0.100
H 10.765419 22.712332 -18.448513 0.017 -0.177 0.001
C 11.591266 25.912355 -17.664033 -0.424 0.762 -0.077
C 10.004278 12.747584 -19.189642 -0.571 -0.078 -0.505
C 20.119154 18.089744 -16.092833 -0.242 0.784 -0.385
H 13.222286 23.387341 -14.923232 -0.105 0.015 -0.099
C 12.385141 24.043465 -14.640928 0.415 -0.205 0.605
H 10.545954 25.721436 -13.092045 -0.164 -0.101 -0.145
H 7.774685 23.462077 -12.112883 0.157 -0.048 0.152
H 8.932126 12.948650 -19.294197 0.046 -0.067 0.034
H 13.698392 16.717270 -16.261832 0.129 -0.271 -0.066
H 12.805657 24.853230 -14.026445 -0.087 0.067 -0.161
H 9.923802 23.209769 -17.163320 0.016 -0.137 0.083
N 11.653340 21.207855 -9.763293 -0.458 -0.122 -0.333
H 14.504765 18.017015 -14.979209 0.203 0.023 0.088
H 12.404666 19.312460 -12.469761 0.018 0.041 -0.012
H 17.490435 16.187747 -16.743006 1.027 0.409 0.001
H 15.489739 19.104125 -14.014228 0.171 0.300 -0.175
O 9.141988 25.102796 -10.589544 -0.094 -0.071 0.107
H 11.613383 22.065400 -10.306668 0.064 0.000 0.047
H 10.622355 21.909644 -15.239723 0.242 -0.136 0.196
H 20.596340 18.525092 -15.215719 -0.041 -0.077 0.072
C 11.799284 16.485188 -9.982134 -0.431 -0.165 0.075
H 12.628210 16.406532 -9.270854 0.110 0.042 -0.120
H 13.452730 20.374916 -11.523704 -0.026 0.106 0.074
H 9.928387 18.930324 -15.064336 0.075 -0.053 -0.041
H 15.240011 14.565534 -15.661675 -0.025 0.124 -0.014
H 7.695597 29.971704 -16.417661 0.042 0.113 0.024
H 5.647763 24.087142 -16.535337 -0.272 -0.720 -0.068
H 8.992843 25.721527 -17.398057 0.140 -0.163 0.104
N 9.725130 11.943263 -16.912424 -0.122 0.147 0.137
H 10.134062 19.364806 -24.694136 0.138 0.065 -0.062
H 11.146104 19.740020 -19.061752 -0.032 0.005 -0.041
H 4.407927 19.617928 -14.519905 -0.062 -0.061 -0.218
H 12.204568 26.311046 -18.475695 0.141 -0.072 0.051
C 10.432362 19.768131 -15.557184 -0.038 0.064 -0.202
H 10.843605 21.254223 -9.150544 0.131 0.039 0.106
C 7.281901 15.984254 -14.460680 0.839 0.035 -0.442
H 10.072103 11.010635 -17.100194 -0.036 0.008 -0.109
O 16.508298 17.753481 -15.222282 -0.053 0.014 -0.098
H 6.676852 18.615880 -14.095274 -0.354 -0.208 0.114
N 5.719027 17.543296 -15.651424 0.120 -0.458 0.278
O 7.589393 23.564666 -16.906018 0.169 -0.192 0.215
H 11.015325 18.042309 -23.921349 0.041 0.003 -0.003
N 9.944117 22.495681 -17.890386 -0.378 0.219 -0.116
H 9.238830 26.915658 -13.379437 0.197 0.027 -0.098
C 12.468286 25.344839 -16.590844 0.570 -1.088 -0.169
H 12.705337 14.860589 -17.705935 -0.265 -0.212 -0.123
```
Positions in Å, forces in eV/Å.

Löwdin population analysis, charges in e, atoms 1 to 2:
1. H 0.095
2. C -0.039

---

Entry 3:
A structure of composition C18H12F3I3IrNO3S, computed with wB97M-V/def2-TZVPD.

Its orbital gap (alpha / beta) is 7.08 / 4.76 eV. As for the total charge: +1. Its HOMO energy (alpha / beta) is -10.9 / -10.9 eV. As for the multiplicity: 2. The expectation value of S² is 0.77. The lowest unoccupied orbital energy (alpha / beta) is -3.9 / -6.2 eV.

Geometry as XYZ:
```
42
Properties=species:S:1:pos:R:3:forces:R:3
H 5.319018 0.280044 -0.473055 0.008 -0.008 0.038
C 0.710165 -2.358119 -0.708453 -0.109 -0.049 -0.187
S -1.763645 0.467066 0.457420 0.461 0.089 -0.032
C -0.076609 -1.799505 -3.327937 -0.017 0.011 -0.049
F 0.659956 -3.102605 3.222226 -0.022 0.107 0.013
C 0.475928 -1.048176 -1.041665 0.079 -0.084 0.471
C -2.184660 3.924461 3.294671 -0.183 -0.068 -0.017
H -2.237428 4.752737 3.984897 -0.013 0.006 -0.001
I 3.161225 0.502567 1.010995 -0.072 0.034 -0.220
H -0.900804 0.006549 -6.104244 0.002 0.000 0.002
H 0.747077 -4.421841 -1.342333 -0.004 0.000 0.003
H -0.350314 1.877379 -4.560489 -0.002 -0.010 -0.003
C -3.331342 3.203548 2.922770 0.056 0.103 0.071
C -0.467595 -1.497240 -4.656983 0.007 0.004 0.024
O 0.316939 2.206193 1.468762 -0.111 0.276 0.826
F 1.143110 -1.856534 4.920585 0.001 0.032 -0.001
H -0.032670 4.032790 3.019400 0.006 -0.026 -0.020
C -0.975128 3.561528 2.787917 0.093 -0.093 -0.082
H -4.075974 1.564253 1.758344 0.002 0.005 0.002
I 0.680945 2.090794 -1.668583 -0.035 -0.100 0.143
H -4.298921 3.475005 3.320504 0.007 0.009 0.009
H -0.648426 -2.320621 -5.336573 0.003 0.001 -0.001
C 4.430127 -0.337649 -0.506101 0.025 -0.086 0.027
C -0.310799 0.854923 -4.208797 -0.005 -0.034 -0.065
C -1.960889 1.786450 1.553579 -0.121 0.034 0.089
H 0.983440 -2.624657 0.300828 0.005 0.028 0.099
C 0.129891 -0.749028 -2.395057 0.024 -0.055 -0.063
N -0.886635 2.508330 1.936350 0.229 -0.081 -0.211
C 0.141763 -3.136275 -2.919415 -0.018 -0.020 -0.045
C -3.217621 2.147993 2.059864 0.018 -0.074 -0.056
F -0.928573 -2.262088 4.428616 0.007 0.012 -0.011
H 4.633956 -1.348323 -0.177430 -0.001 -0.004 0.005
C 0.223637 -0.727760 3.054303 0.103 -0.869 -0.075
O 0.423874 -0.992516 1.793585 0.085 -0.002 0.344
Ir 0.485951 0.440513 0.399050 -0.460 0.367 -0.908
C 0.556407 -3.402653 -1.651976 0.026 0.051 0.116
C -0.602450 -0.209888 -5.087898 0.007 0.017 0.030
I 3.734562 -0.399326 -2.486836 0.013 0.040 -0.003
O -0.010875 0.311410 3.605722 -0.087 0.537 -0.177
C 0.036689 0.557497 -2.926816 -0.021 -0.008 -0.062
C 0.282821 -2.023555 3.914965 0.006 -0.094 -0.026
H -0.016128 -3.933685 -3.634700 0.009 0.006 -0.001
```
Positions in Å, forces in eV/Å.

Löwdin population analysis, charges in e, atoms 1 to 2:
1. H -0.034
2. C -0.107

---

Looking at maximum force for the records above, in order, we have 4.02 1.64 1.08 eV/A.
Looking at E_tot for the records above, in order, we have -22652.5640 -79280.6559 -72614.8871 eV.
Looking at ΔE to the lowest compared entry with this formula, charge and spin for the records above, in order, we have 331.4 0.0 49.7 kJ/mol.